Below is 15 unconnected molecules or ions with the total composition C28H90N4O15 at a distorted geometry, with properties calculated with ωB97M-V/def2-TZVPD.

Each line ends with the Löwdin charge.
CARTESIAN COORDINATES (ANGSTROEM)
C1 -1.643 4.235 0.148  -0.33
H1 3.428 -1.730 3.568  0.09
H2 0.317 -0.402 1.328  0.07
O1 4.975 0.730 0.317  -0.09
C2 -4.607 -1.855 6.335  -0.09
H3 -1.556 1.129 -2.013  0.07
H4 3.564 -3.933 -3.753  0.10
H5 3.890 1.352 -2.122  0.08
C3 -2.449 2.256 3.816  -0.08
H6 4.116 -5.091 -0.611  0.07
H7 1.470 3.240 -3.700  0.10
O2 -4.564 -0.693 -3.102  -0.08
O3 1.096 4.443 -2.005  -0.24
H8 -0.916 0.938 -5.423  0.05
N1 -0.440 -3.447 -3.017  0.05
C4 0.662 3.623 -3.071  -0.08
H9 3.214 8.279 -0.819  0.07
C5 1.758 1.839 3.793  -0.30
H10 2.813 -2.017 -5.529  0.00
O4 -1.257 0.825 -4.528  -0.04
H11 4.201 0.457 0.814  0.04
H12 -1.096 -1.208 0.622  0.07
H13 -2.061 -0.261 -1.379  0.05
O5 -4.584 1.380 -0.225  -0.07
H14 -2.415 -3.336 2.612  0.07
H15 5.479 -4.052 -1.078  0.08
H16 -1.704 -5.570 -5.311  0.08
H17 -3.236 -1.819 3.107  0.06
H18 1.602 5.982 -3.215  0.14
H19 0.554 -3.216 5.680  0.08
C6 -0.420 0.487 -0.459  -0.39
H20 -2.015 -2.714 -2.204  0.01
H21 -3.560 -3.809 5.119  0.13
H22 -1.925 4.515 -0.876  0.12
C7 1.705 -2.560 3.959  -0.28
H23 -0.003 1.491 -0.309  0.13
H24 2.010 0.268 -4.108  0.09
H25 -1.098 -0.102 -4.319  0.02
H26 0.837 1.274 3.624  0.10
H27 3.226 -2.767 -0.928  0.09
H28 3.777 7.447 -2.286  0.08
H29 3.552 2.455 2.700  0.08
H30 2.198 8.298 -2.251  0.08
H31 5.270 -4.498 0.579  0.08
H32 -3.516 -1.899 6.466  0.09
H33 -6.387 -2.913 3.332  0.06
H34 3.046 6.471 0.640  0.07
H35 2.267 5.053 0.254  0.06
H36 2.675 1.975 -0.912  0.07
C8 2.903 7.691 -1.682  -0.06
C9 2.569 2.025 2.524  -0.09
C10 4.768 2.038 -0.214  -0.30
H37 1.409 -0.704 -0.853  0.13
C11 -2.511 5.053 1.093  -0.09
H38 0.127 4.603 -0.533  0.03
C12 2.041 5.444 -2.367  -0.19
H39 0.751 -4.662 -6.017  0.14
H40 -1.887 3.180 0.305  0.08
O6 -4.530 1.413 2.903  -0.07
H41 -2.497 -4.866 -3.986  0.08
C13 -4.522 -3.515 4.670  -0.25
C14 -3.359 -2.773 2.602  -0.06
N2 -5.792 -3.219 2.567  0.05
H42 -1.727 2.137 4.627  0.07
C15 -3.560 1.203 3.886  -0.34
H43 4.392 2.678 0.591  0.09
O7 2.514 1.179 4.813  -0.09
H44 0.665 -1.483 5.533  0.08
H45 0.462 -2.976 -2.959  0.05
H46 2.041 -2.400 6.118  0.08
H47 1.178 6.782 -0.911  0.14
H48 -3.732 0.991 -0.498  -0.01
N3 -1.751 0.680 -1.112  0.06
O8 -2.772 -2.404 -1.644  -0.08
C16 3.700 2.029 -1.288  -0.08
O9 -0.281 4.559 0.359  -0.10
C17 2.171 6.425 -1.226  -0.46
H49 -5.627 -2.364 2.050  0.06
C18 4.707 -4.225 -0.322  -0.09
H50 -0.526 -3.960 -2.146  0.09
H51 -5.229 -4.242 5.110  0.13
H52 5.698 2.443 -0.598  0.11
C19 1.231 -2.406 5.387  -0.08
H53 -2.072 5.003 2.094  0.07
C20 1.498 -0.429 -3.451  -0.10
H54 3.663 3.006 -1.797  0.06
O10 2.523 -1.415 3.604  -0.10
H55 -2.903 3.241 3.933  0.07
H56 -2.539 6.121 0.854  0.07
C21 0.613 -3.932 -5.213  -0.18
H57 2.718 -5.274 -4.606  0.10
H58 -4.142 -1.271 -2.444  -0.02
C22 -0.664 -0.230 0.867  -0.04
O11 3.064 -1.447 -6.279  -0.06
H59 -2.260 -3.844 -5.386  0.08
H60 2.264 -0.977 -2.876  0.09
H61 -4.112 1.557 2.042  0.05
H62 -0.105 4.122 -3.672  0.10
C23 0.478 -0.375 -1.334  -0.21
H63 -3.055 0.230 3.794  0.08
C24 -1.788 -4.612 -4.780  -0.05
H64 -5.065 -2.515 7.078  0.09
H65 3.053 5.042 -2.482  0.12
H66 2.334 -3.450 3.857  0.11
H67 2.741 1.078 1.995  0.05
H68 1.482 2.840 4.135  0.11
N4 2.845 5.809 -0.093  0.06
H69 0.932 -1.196 -3.988  0.06
O12 1.848 -3.432 -4.725  -0.26
H70 2.417 -1.652 -6.960  0.03
H71 -0.122 -5.354 -3.768  0.13
H72 1.999 2.625 1.803  0.07
H73 -1.311 0.282 1.573  0.06
H74 -0.154 -1.245 -1.569  0.11
O13 -4.933 -2.226 5.004  -0.20
H75 -3.495 -2.627 1.525  0.06
H76 -4.232 -4.671 2.829  0.12
H77 -1.929 2.189 2.859  0.05
C25 -4.485 -3.665 3.167  -0.39
H78 2.100 -4.683 -3.062  0.08
H79 2.510 0.234 4.593  0.03
H80 -5.500 -0.916 -3.064  0.03
H81 3.319 -3.274 1.811  0.05
H82 -4.760 2.065 -0.877  0.04
H83 -4.920 -0.820 6.439  0.08
C26 2.604 -4.381 -3.983  -0.07
C27 -0.407 -4.371 -4.179  -0.42
H84 -2.771 -2.970 -0.864  0.04
C28 3.846 -3.014 -0.056  -0.29
H85 0.164 -3.033 -5.666  0.14
H86 -4.028 1.263 4.866  0.11
H87 0.844 -2.718 3.308  0.11
H88 4.386 -2.091 0.167  0.10
H89 0.192 2.745 -2.630  0.07
O14 2.851 -3.304 0.971  -0.10
H90 -3.552 4.725 1.119  0.07
O15 0.743 0.329 -2.524  -0.21

Output
**HOMO-LUMO gap**: 9.0145 eV
**Multiplicity**: 1
**Lowest unoccupied orbital energy**: -0.03 eV